1.
The following is a quantum chemistry calculation of a 2-piece molecular cluster, C19H26F3N3O2PS overall, from the OMol25 dataset.

Summary:
E_HOMO = -10.889 eV
Frontier orbital gap = 8.12 eV

The geometry in ORCA input format:
```
! RIJCOSX wB97M-V def2-TZVPD def2/J DEFGRID3
* xyz 1 1
C -2.20651 -2.56724 2.76055
N -2.03394 -1.14719 2.34567
C -3.22425 -0.36934 2.28141
N -3.44692 0.21472 0.88080
C -2.28356 1.02171 0.33466
C -1.79489 2.16677 1.23729
C -0.30979 2.17027 1.56641
O 0.26141 3.21121 1.64275
N 0.30208 0.91222 1.79060
C 0.94983 0.34285 0.62611
C 0.89001 -1.04019 0.46286
C 1.50466 -1.66445 -0.61623
C 2.19875 -0.90546 -1.55712
C 2.22901 0.46362 -1.40189
C 1.61740 1.10695 -0.33212
C -4.70365 1.06274 0.93314
O -5.73116 0.53215 0.14980
C -6.81694 0.07229 0.85277
F -7.31217 1.00285 1.64724
F -7.71784 -0.31338 -0.00522
F -6.46327 -0.96236 1.62563
P -3.61220 -1.23577 -0.26068
S -3.71620 -0.79496 -2.11637
H -1.70319 -2.72982 3.70623
H -1.70348 -3.20883 2.04036
H -3.24842 -2.86125 2.82784
H -1.39792 -0.71012 2.99244
H -4.12123 -0.93942 2.51682
H -3.20061 0.45680 2.98760
H -2.66745 1.46540 -0.57580
H -1.50206 0.33209 0.03313
H -1.94136 3.09671 0.69735
H -2.36782 2.27537 2.15511
H 0.92907 0.96502 2.58526
H 0.35511 -1.63927 1.18546
H 1.44566 -2.73753 -0.70454
H 2.70190 -1.37751 -2.38465
H 2.76174 1.07289 -2.11705
H 1.65185 2.17974 -0.22933
H -4.44533 2.03736 0.53731
H -4.98752 1.19802 1.97214
H -4.66391 -1.98086 0.28616
H -2.42077 -1.89089 0.06168
C 7.89473 0.43564 -3.79085
C 7.56690 -0.88568 -3.52073
C 6.50388 -1.17916 -2.67855
C 5.76328 -0.15156 -2.11069
C 6.08967 1.16998 -2.38516
C 7.15707 1.46411 -3.22156
H 8.72561 0.66403 -4.44527
H 8.14113 -1.68741 -3.96619
H 6.25335 -2.21050 -2.46385
H 4.92466 -0.37121 -1.46385
H 5.51167 1.97337 -1.94463
H 7.41392 2.49444 -3.43025
*
```

=====

2.
The following is a quantum chemistry calculation of a 2-piece molecular cluster, C3N2O2S overall, from the OMol25 dataset.

Summary:
E_HOMO = -10.220 eV
Frontier orbital gap = 10.39 eV
Energy above the lowest of the compared OMol25 structures with the same formula, charge and spin = 0.0834 eV
SMILES string = N#CN=C=O.O=C=S

The geometry in ORCA input format:
```
! RIJCOSX wB97M-V def2-TZVPD def2/J DEFGRID3
* xyz 0 1
C 2.47264 -2.23830 1.70136
C -1.86588 1.13604 -2.17624
C -0.31460 0.49462 -0.68853
N 0.43961 0.67737 0.14187
N -1.21619 0.26672 -1.58308
O 2.82152 -3.26697 1.26632
O -2.56395 1.91931 -2.60703
S 1.99043 -0.97343 2.45505
*
```

=====

3.
The following is a quantum chemistry calculation of one molecule with the formula C5H4O2, from the OMol25 dataset.

Summary:
E_HOMO = -9.174 eV
Frontier orbital gap = 9.46 eV
Energy above the lowest of the compared OMol25 structures with the same formula, charge and spin = 0.2576 eV
SMILES string = O=c1cccco1

The geometry in ORCA input format:
```
! RIJCOSX wB97M-V def2-TZVPD def2/J DEFGRID3
* xyz 0 1
O 2.24818 -1.38250 -0.56616
C 1.29698 -0.83218 -0.08639
O 0.14387 -1.58079 0.15220
C -1.06128 -0.98836 0.04130
C -1.19818 0.33412 -0.16116
C -0.01808 1.15642 -0.06405
C 1.18039 0.59073 0.18266
H -1.87037 -1.70778 0.11672
H -2.17570 0.76877 -0.32160
H -0.08056 2.22603 -0.22664
H 2.09559 1.15003 0.34147
*
```

=====

4.
The following is a quantum chemistry calculation of one molecule with the formula C4H5NO2S, from the OMol25 dataset.

Summary:
E_HOMO = -9.499 eV
Frontier orbital gap = 10.05 eV
Energy above the lowest of the compared OMol25 structures with the same formula, charge and spin = 2.5826 eV
SMILES string = Oc1cc(CS)on1

The geometry in ORCA input format:
```
! RIJCOSX wB97M-V def2-TZVPD def2/J DEFGRID3
* xyz 0 1
C -1.54356 0.78240 0.13554
C -0.10621 0.43615 -0.00002
C 0.61127 -0.71413 0.08125
C 1.94037 -0.29658 -0.15219
H -3.69955 -0.17818 0.19842
H -1.74086 1.07987 1.13988
H -1.78629 1.66216 -0.47218
H 0.27251 -1.65750 0.29267
H 2.81023 -1.92228 -0.06935
N 2.02606 1.00086 -0.36152
O 3.06960 -1.01095 -0.16462
O 0.72158 1.44811 -0.26975
S -2.57514 -0.62995 -0.35813
*
```

=====

5.
The following is a quantum chemistry calculation of one molecule with the formula CHBrS, from the OMol25 dataset.

Summary:
E_HOMO = -9.747 eV
Frontier orbital gap = 8.50 eV
Energy above the lowest of the compared OMol25 structures with the same formula, charge and spin = 0.4200 eV
SMILES string = S=CBr

The geometry in ORCA input format:
```
! RIJCOSX wB97M-V def2-TZVPD def2/J DEFGRID3
* xyz 0 1
C 0.28788 -0.03424 -0.07722
S 0.55018 -1.58675 -0.03301
Br -1.73795 0.90036 -0.03586
H 0.89990 0.72063 0.14610
*
```

=====

6.
The following is a quantum chemistry calculation of C3H3FOS as an isolated structure, from the OMol25 dataset.

Summary:
E_HOMO = -8.905 eV
Frontier orbital gap = 8.08 eV
Energy above the lowest of the compared OMol25 structures with the same formula, charge and spin = 2.3658 eV

The geometry in ORCA input format:
```
! RIJCOSX wB97M-V def2-TZVPD def2/J DEFGRID3
* xyz 0 1
C 1.10159 0.76140 -0.59160
C -0.95212 -0.91112 -0.02950
C -0.14881 0.00955 0.76615
O 1.17185 1.88354 -0.80126
F -0.81401 1.00270 1.35179
S -2.44117 -0.47784 -0.61049
H 1.82210 0.07932 -1.06388
H -0.30165 -1.82565 -0.31317
H 0.56223 -0.52192 1.29196
*
```

=====

7.
The following is a quantum chemistry calculation of one molecule with the formula C5H9NO, from the OMol25 dataset.

Summary:
E_HOMO = -8.266 eV
Frontier orbital gap = 8.85 eV
Energy above the lowest of the compared OMol25 structures with the same formula, charge and spin = 4.9138 eV
SMILES string = C/C(O)=C1/CN1C

The geometry in ORCA input format:
```
! RIJCOSX wB97M-V def2-TZVPD def2/J DEFGRID3
* xyz 0 1
C -2.31736 0.22868 0.34763
N -0.87754 0.31564 0.54724
C -0.22941 1.46048 -0.05123
C -0.09177 0.08471 -0.64225
C 1.15210 -0.60581 -0.57542
O 1.59918 -0.63340 -1.77904
C 1.84042 -1.26287 0.56291
H -2.80676 0.84733 1.10655
H -2.63220 -0.81067 0.48751
H -2.64398 0.55879 -0.65314
H -0.83288 2.17333 -0.61729
H 0.56259 1.91363 0.54693
H 0.56890 -0.14673 -2.04197
H 1.78483 -2.35153 0.44879
H 2.90044 -0.98889 0.57227
H 1.35353 -0.97543 1.49925
*
```

=====

8.
The following is a quantum chemistry calculation of a 12-piece molecular cluster, C49H69BrCl22F17I2N3O6P overall, from the OMol25 dataset.

Summary:
E_HOMO = -10.770 eV
Frontier orbital gap = 7.80 eV

The geometry in ORCA input format:
```
! RIJCOSX wB97M-V def2-TZVPD def2/J DEFGRID3
* xyz 1 1
C -1.95627 -5.10682 3.08575
C -0.54062 -5.30549 3.49604
O -0.04178 -6.34821 3.63653
O 0.22608 -4.13405 3.77607
C 0.71625 -3.50478 2.70020
O 0.81071 -4.01276 1.62749
C 1.20331 -2.10354 3.03489
N 0.60528 -1.00129 2.29110
C 0.77337 -0.93270 0.94873
N 1.59559 -1.67910 0.28416
C 1.78335 -1.66312 -1.17470
C 3.16661 -2.24504 -1.52135
C 3.88601 -1.42498 -2.59582
C 4.85272 -0.41673 -2.04377
O 5.76219 -1.02665 -1.13480
N 0.06900 0.05048 0.23416
P 0.91919 1.65631 0.44042
O 1.15793 1.95182 -1.13689
I 3.21105 1.20414 1.21293
C -1.29959 0.04214 0.77236
Br -1.87835 -1.84344 0.51105
C -2.26320 0.94293 -0.11344
F -1.64004 1.20540 -1.26426
F -3.39057 0.27636 -0.41364
C -2.76647 2.22977 0.59207
F -3.53148 1.79341 1.61171
F -1.76882 2.94059 1.13643
C -3.67168 3.15603 -0.30809
F -4.89461 3.19409 0.22874
F -3.78991 2.68543 -1.55682
C -3.19431 4.63272 -0.40637
F -3.10574 5.17545 0.81286
F -4.17387 5.28843 -1.05425
C -1.89507 4.84382 -1.24790
F -2.27324 4.95001 -2.53836
F -1.07734 3.79128 -1.16193
C -1.12268 6.13081 -0.89424
F -1.95378 7.15671 -0.68272
F -0.46999 5.88356 0.25767
C -0.06333 6.55529 -1.96805
F 0.37374 5.50067 -2.66552
F 0.98604 7.06333 -1.30583
C -0.54788 7.66582 -2.95831
F 0.21520 7.61232 -4.04117
F -0.41785 8.85297 -2.40344
F -1.80406 7.48414 -3.33042
O -1.29810 0.45816 2.07184
C -0.51757 -0.31171 2.95759
I 0.42062 1.22493 4.24319
C -1.46331 -1.20304 3.81174
C -1.48157 -1.05733 5.31280
C -0.60680 -1.80318 6.12789
C -0.63452 -1.69573 7.52206
C -1.54189 -0.83662 8.14280
C -2.43395 -0.11057 7.34100
C -2.41228 -0.20441 5.94140
C -3.39233 0.63381 5.15039
H -2.17209 -5.77866 2.26480
H -2.59217 -5.39289 3.91912
H -2.19834 -4.08766 2.80865
H 2.27842 -2.08872 2.84860
H 1.10598 -1.89283 4.09035
H 2.14427 -2.36817 0.77664
H 1.02553 -2.29935 -1.61535
H 1.74309 -0.65128 -1.55502
H 3.80373 -2.26825 -0.63721
H 3.06751 -3.27306 -1.85262
H 4.43345 -2.09688 -3.24791
H 3.13435 -0.89490 -3.18046
H 4.35247 0.41584 -1.54040
H 5.41136 0.03509 -2.86441
H 6.16636 -0.33713 -0.60505
H 1.87833 2.59578 -1.21217
H -1.33559 -2.25725 3.59612
H -2.45534 -0.94637 3.45587
H 0.09659 -2.50465 5.70054
H 0.04949 -2.29084 8.10783
H -1.54729 -0.75011 9.21824
H -3.13960 0.55492 7.81352
H -3.82500 1.38772 5.79764
H -4.19899 0.00330 4.78412
H -2.90024 1.14303 4.32539
Cl 6.27756 -1.16794 -4.91175
C 8.04650 -0.94155 -4.73841
C 8.73553 -2.21881 -4.33540
Cl 8.33173 -2.71513 -2.67315
H 8.21116 -0.14094 -4.02508
H 8.41446 -0.61894 -5.70678
H 9.81330 -2.07288 -4.37491
H 8.46897 -3.03708 -5.00082
Cl -5.48134 -1.65198 2.95389
C -7.25707 -1.88592 2.90740
C -7.92683 -1.32379 4.13115
Cl -7.51949 -2.25107 5.59661
H -7.46342 -2.94622 2.80037
H -7.62266 -1.37939 2.01574
H -9.00683 -1.37340 4.00443
H -7.64507 -0.28736 4.30250
Cl 1.26979 -2.63329 -4.46369
C 0.04833 -3.83916 -4.95546
C 0.36419 -5.20918 -4.41445
Cl 1.82772 -5.89470 -5.15988
H 0.00585 -3.84175 -6.04130
H -0.91236 -3.49933 -4.57142
H -0.45951 -5.88677 -4.63265
H 0.51882 -5.18473 -3.33828
Cl 2.49212 0.99597 -6.72798
C 0.71133 0.94752 -6.72455
C 0.12550 1.80154 -5.63006
Cl 0.47903 1.13182 -4.01544
H 0.40800 -0.09119 -6.61828
H 0.37658 1.31317 -7.69377
H -0.95776 1.84155 -5.73173
H 0.51477 2.81585 -5.66171
Cl -3.03286 2.55925 9.91082
C -3.25190 2.34463 11.66772
C -2.17242 1.48574 12.27154
Cl -2.28528 -0.21694 11.74884
H -4.23827 1.91982 11.83282
H -3.21975 3.33675 12.11394
H -2.26795 1.48803 13.35569
H -1.18284 1.84999 12.00907
Cl 7.40999 -4.52643 -8.36098
C 5.63118 -4.64430 -8.29988
C 5.05513 -3.86538 -7.14700
Cl 5.47114 -4.58876 -5.57544
H 5.36868 -5.69719 -8.24011
H 5.25288 -4.24244 -9.23820
H 3.96766 -3.85515 -7.21438
H 5.41343 -2.83841 -7.14326
Cl -4.60337 4.99572 5.15525
C -4.34983 6.23223 3.89549
C -5.04655 7.52846 4.21648
Cl -6.81910 7.37038 4.13988
H -4.69737 5.82000 2.95180
H -3.27589 6.39964 3.82730
H -4.76133 8.28514 3.48754
H -4.78387 7.88451 5.20902
Cl 10.76125 0.72766 -5.01674
C 10.83516 1.57932 -6.57712
C 10.07999 2.88124 -6.53075
Cl 8.32011 2.62245 -6.37306
H 10.43474 0.91671 -7.34084
H 11.88757 1.76189 -6.79939
H 10.24123 3.43238 -7.45541
H 10.40267 3.49727 -5.69585
Cl 13.85279 0.33178 -7.02839
C 14.94716 -1.03624 -6.67601
C 14.21299 -2.34406 -6.54235
Cl 13.19815 -2.40487 -5.07889
H 15.49766 -0.79385 -5.77125
H 15.64917 -1.09619 -7.50560
H 14.93488 -3.15449 -6.46054
H 13.57443 -2.53161 -7.40158
Cl -9.32924 -4.16638 1.92996
C -11.10527 -4.36600 1.91563
C -11.74136 -3.79192 3.15358
Cl -11.32508 -4.72098 4.61477
H -11.31807 -5.42579 1.80582
H -11.47857 -3.84351 1.03677
H -12.82461 -3.81943 3.05085
H -11.43356 -2.76090 3.31251
Cl -10.50839 -1.16603 0.38239
C -10.41186 0.61398 0.29525
C -9.69102 1.19878 1.48183
Cl -10.61404 1.00026 2.99360
H -11.42550 0.99735 0.21696
H -9.87482 0.86102 -0.61871
H -9.54688 2.26725 1.33214
H -8.71779 0.73424 1.62252
*
```